# 1
Below is an isolated molecule of C6H10N2O in a non-equilibrium geometry, with properties calculated with ωB97M-V with the def2-TZVPD basis set.

The geometry in XYZ format:
```
19
Properties=species:S:1:pos:R:3
C 1.92034 -1.51621 -0.69114
C 2.86826 0.47157 0.55922
C 2.88618 -0.61865 -0.32203
C -0.23047 0.49485 -0.58390
C -1.35606 1.47261 -0.52790
C -1.28097 -0.91518 0.96468
N 0.64970 -1.63427 -0.20099
N -0.27657 -0.66554 -0.01307
O 3.90778 1.14511 0.63666
H 2.19582 -2.43228 -1.22538
H 2.07412 0.56706 1.16453
H 3.93212 -0.95794 -0.72223
H 0.69132 0.77874 -1.09899
H -0.97986 2.44890 -0.16474
H -2.19123 1.18359 0.13824
H -1.74280 1.81990 -1.47691
H -2.16666 -0.61329 0.52531
H -1.40122 -2.00538 1.26218
H -1.11669 -0.34332 1.87798
```

As for the spin multiplicity: 1. The value obtained for the HOMO energy (spin up / spin down) is -7.56 / -7.56 eV. As for the net charge: 0. Its energy above the lowest of the compared OMol25 structures with the same formula, charge and spin is 106.4 kcal/mol. The value obtained for the gap between HOMO and LUMO (spin up / spin down) is 7.46 / 7.46 eV.



# 2
Below is an isolated molecule of C6H10N2O in a non-equilibrium geometry, with properties calculated with ωB97M-V with the def2-TZVPD basis set.

The geometry in XYZ format:
```
19
Properties=species:S:1:pos:R:3
H 1.07222 -1.47408 -1.84286
N 0.26319 -0.93992 -1.52174
C 0.32549 -0.44465 -0.34296
C 1.82176 0.15561 0.12249
C 2.51214 1.01477 -0.89984
O 2.30669 -0.06367 1.21387
N -0.66113 -0.29763 0.58261
C -0.51131 0.47889 1.81633
C -2.08978 -0.80100 0.25980
C -2.78553 -0.76407 -0.87657
H 2.92190 0.35970 -1.67229
H 1.79514 1.70396 -1.35161
H 3.29279 1.61398 -0.42307
H -0.13744 -0.19028 2.59647
H -1.46909 0.87758 2.16727
H 0.12008 1.36702 1.73062
H -2.63046 -1.08176 1.16371
H -2.30642 -0.49044 -1.81302
H -3.84025 -1.02400 -0.90922
```

As for the spin multiplicity: 1. The value obtained for the HOMO energy is -8.49 eV. As for the SMILES: [H]/N=C(\C(C)=O)N(C)C=C. As for the net charge: 0. Its energy above the lowest of the compared OMol25 structures with the same formula, charge and spin is 58.6 kcal/mol. The value obtained for the gap between HOMO and LUMO is 9.34 eV.



# 3
Below is an isolated molecule of C6H10N2O2 in a non-equilibrium geometry, with properties calculated with ωB97M-V with the def2-TZVPD basis set.

The geometry in XYZ format:
```
20
Properties=species:S:1:pos:R:3
C 0.73584 0.62523 1.86963
C 0.70729 0.56646 0.56640
C 0.01534 1.54431 -0.40392
C -1.38426 0.98268 -0.93917
C -1.19653 -0.41320 -1.34505
N -1.30273 -1.53361 -0.69810
O -1.73905 -1.57091 0.60302
C 1.52997 -0.42564 -0.18729
N 1.53542 -1.68209 0.33497
O 2.05749 -0.22827 -1.25744
H 1.39593 -0.10397 2.35191
H 0.14570 1.27396 2.43957
H 0.74115 1.44277 -1.27145
H -0.10440 2.53191 -0.06264
H -1.85855 1.54128 -1.69961
H -2.09778 0.96442 -0.13076
H -0.59130 -0.37058 -2.26590
H -1.76572 -0.68350 1.03392
H 1.09834 -2.01528 1.21088
H 2.07784 -2.44598 -0.14900
```

As for the spin multiplicity: 1. The value obtained for the HOMO energy is -9.54 eV. As for the SMILES: C=C(CC/C=N\O)C(N)=O. As for the net charge: 0. Its energy above the lowest of the compared OMol25 structures with the same formula, charge and spin is 77.2 kcal/mol. The value obtained for the gap between HOMO and LUMO is 10.19 eV.



# 4
Below is a cluster of 3 separate species, C6H10N2O6P in total in a non-equilibrium geometry, with properties calculated with ωB97M-V with the def2-TZVPD basis set.

The geometry in XYZ format:
```
25
Properties=species:S:1:pos:R:3
C -0.30662 -2.96128 -0.50767
C -2.25928 1.34550 -0.73544
C -0.60466 -2.67952 1.02330
C -1.06050 -1.00460 -0.25372
C 0.72301 -2.83200 1.87256
C -1.53778 3.61812 -1.10198
N -0.76835 -1.81132 -1.17221
N 1.31281 0.23323 -2.07793
O -0.42508 -4.80014 -2.69767
O 0.99208 -3.44380 -0.87093
O -3.36114 1.60802 -1.06267
O -0.18477 -5.57062 -0.18947
O -1.04110 -1.29242 1.01468
O -1.26629 2.20635 -0.81984
P -0.24310 -4.55874 -1.23052
H -1.26261 -3.31870 1.50250
H 1.32053 -3.24526 1.11039
H 0.51008 -3.38494 2.71267
H 1.10136 -1.80605 2.06222
H -0.56414 4.23842 -0.71063
H -2.36930 3.99333 -0.53426
H -1.66477 3.85749 -2.25003
H 0.36701 -0.25376 -2.10767
H 1.17585 1.24257 -2.36647
H 1.54344 0.24748 -1.15478
```

As for the spin multiplicity: 1. The value obtained for the HOMO energy (spin up / spin down) is -5.10 / -5.09 eV. As for the net charge: -1. Its energy above the lowest of the compared OMol25 structures with the same formula, charge and spin is 124.4 kcal/mol. The value obtained for the gap between HOMO and LUMO (spin up / spin down) is 7.19 / 6.76 eV.



# 5
Below is the ion C6H10N3 with charge +1 in a non-equilibrium geometry, with properties calculated with ωB97M-V with the def2-TZVPD basis set.

The geometry in XYZ format:
```
19
Properties=species:S:1:pos:R:3
N 1.55218 2.29989 -1.92446
C 1.26551 1.12859 -1.33859
C 1.99270 -0.05277 -1.43673
N 1.42131 -1.01867 -0.65918
C 0.34945 -0.67928 -0.00299
C -0.56880 -1.30430 0.89144
C -2.04911 -0.95890 0.86402
C -1.22228 -0.51448 2.01279
N 0.19221 0.94930 -0.54966
H 2.32070 2.36843 -2.56698
H 0.92957 3.08343 -1.84060
H 2.87564 -0.24282 -2.00813
H 1.82689 -1.94684 -0.60209
H -0.30665 -2.33655 1.09391
H -2.73525 -1.77760 1.01244
H -2.38187 -0.23471 0.13775
H -0.96224 0.52843 2.10463
H -1.33611 -1.01797 2.95943
H -0.43897 1.61552 -0.14797
```

As for the spin multiplicity: 1. The value obtained for the HOMO energy is -12.00 eV. As for the SMILES: Nc1c[nH]c(C2CC2)[nH+]1. As for the net charge: +1. Its energy above the lowest of the compared OMol25 structures with the same formula, charge and spin is 39.7 kcal/mol. The value obtained for the gap between HOMO and LUMO is 8.84 eV.



# 6
Below is the ion C6H10N3O with charge +1 in a non-equilibrium geometry, with properties calculated with ωB97M-V with the def2-TZVPD basis set.

The geometry in XYZ format:
```
20
Properties=species:S:1:pos:R:3
C -0.53138 -1.10992 -1.00027
C 0.86552 -0.27056 0.27761
C -0.33876 -2.43362 -0.62688
C -1.45238 0.00403 -0.82902
C 0.69978 1.12630 -0.01395
C 0.32780 2.05390 1.12064
N 1.24195 -1.35805 0.88024
N 0.70626 -2.44224 0.40836
N -0.55259 1.17440 -1.00287
O -0.70465 -3.46592 -1.08121
H -2.32781 0.02750 -1.55151
H -1.88886 -0.01414 0.14830
H 1.47450 1.65643 -0.53904
H -0.75643 1.68785 1.42128
H 0.34556 3.13145 0.83120
H 0.89742 1.72571 2.04689
H 2.23942 -1.41640 1.34280
H 1.08690 -3.26812 0.88671
H -0.32103 1.10625 -1.93823
H -1.01122 2.08518 -0.78104
```

As for the spin multiplicity: 1. The value obtained for the HOMO energy (spin up / spin down) is -12.03 / -12.03 eV. As for the net charge: +1. Its energy above the lowest of the compared OMol25 structures with the same formula, charge and spin is 180.9 kcal/mol. The value obtained for the gap between HOMO and LUMO (spin up / spin down) is 8.01 / 8.01 eV.



# 7
Below is a cluster of 2 separate species, C6H10N3O in total in a non-equilibrium geometry, with properties calculated with ωB97M-V with the def2-TZVPD basis set.

The geometry in XYZ format:
```
20
Properties=species:S:1:pos:R:3
C 1.80856 -0.44503 2.06799
C 0.45305 -0.64011 0.44620
C 1.06121 -1.86158 0.58564
C -1.83116 0.48838 0.04175
C -0.52491 -0.08723 -0.41051
C -0.85415 2.38459 -1.23655
N 1.06376 0.32924 1.32840
N 0.96307 -2.90500 -0.19914
N -0.76065 1.35040 -0.32529
O 1.90033 -1.71054 1.63291
H 2.50123 -0.20720 2.82536
H -2.59415 0.50697 -0.70239
H -2.23015 0.57385 1.10501
H -0.15283 -1.01193 -2.09491
H 0.17737 2.63272 -1.65440
H -1.59834 2.32383 -2.02468
H -1.27806 3.37010 -0.77652
H 0.37376 -2.89489 -1.03347
H 1.56930 -3.63420 0.00333
H -0.04725 1.43763 0.42126
```

As for the spin multiplicity: 1. The value obtained for the HOMO energy (spin up / spin down) is -12.01 / -12.01 eV. As for the net charge: +1. Its energy above the lowest of the compared OMol25 structures with the same formula, charge and spin is 165.1 kcal/mol. The value obtained for the gap between HOMO and LUMO (spin up / spin down) is 7.25 / 7.25 eV.



# 8
Below is an isolated molecule of C6H10N3O2P in a non-equilibrium geometry, with properties calculated with ωB97M-V with the def2-TZVPD basis set.

The geometry in XYZ format:
```
22
Properties=species:S:1:pos:R:3
C 1.23692 0.46261 1.73229
C -0.38656 0.68072 1.79512
C -1.26266 -0.31733 0.83422
C -0.90633 -1.91791 1.15738
N -0.71429 -3.18012 1.40254
C -1.22457 0.04773 -0.76067
C -1.76432 1.59769 -1.08229
N -2.40860 2.68539 -1.45140
P 0.45929 -0.17598 -1.62974
N 1.44968 1.13593 -1.48339
O 0.11869 -0.29335 -3.35885
O 1.31789 -1.63917 -1.14811
H 1.58445 -0.56670 1.29716
H 1.66217 0.56150 2.84147
H 1.74717 1.35719 1.13034
H -0.71169 0.43023 2.91626
H -0.69754 1.82367 1.64736
H -2.39815 -0.19477 1.17872
H -1.97781 -0.71977 -1.29270
H 2.36866 0.83399 -1.06423
H 0.27318 -1.24112 -3.64621
H 2.29554 -1.40323 -1.14664
```

As for the spin multiplicity: 1. The value obtained for the HOMO energy is -9.35 eV. As for the SMILES: CC[C@H](C#N)[C@@H](C#N)P(=N)(O)O. As for the net charge: 0. Its energy above the lowest of the compared OMol25 structures with the same formula, charge and spin is 124.4 kcal/mol. The value obtained for the gap between HOMO and LUMO is 9.02 eV.



# 9
Below is a cluster of 2 separate species, C6H10N3O2S in total in a non-equilibrium geometry, with properties calculated with ωB97M-V with the def2-TZVPD basis set.

The geometry in XYZ format:
```
22
Properties=species:S:1:pos:R:3
C 3.70352 -0.54745 -0.96218
C 3.19736 0.29570 -0.27485
C 0.47982 -0.07190 0.60956
C -2.90311 -0.94847 -1.60540
C 2.53864 1.27996 0.55785
C -1.88325 -0.26539 0.92010
N 0.91715 -1.28061 0.43714
N 1.07967 1.05767 0.64787
N -2.12731 1.12535 0.65218
O -2.98355 1.41531 -0.14401
O -1.41120 1.91448 1.23686
S -2.51985 -1.57417 0.05157
H 4.18733 -1.25123 -1.57513
H -3.18665 -1.82198 -2.18435
H -2.02576 -0.47773 -2.03710
H -3.72855 -0.24382 -1.55815
H 2.69733 2.27403 0.13253
H 2.96685 1.25409 1.56731
H -1.67231 -0.47565 1.95966
H 0.26600 -2.05614 0.43989
H 1.90477 -1.47876 0.26871
H 0.50311 1.87670 0.85995
```

As for the spin multiplicity: 1. The value obtained for the HOMO energy (spin up / spin down) is -13.16 / -13.15 eV. As for the net charge: +1. Its energy above the lowest of the compared OMol25 structures with the same formula, charge and spin is 139.2 kcal/mol. The value obtained for the gap between HOMO and LUMO (spin up / spin down) is 7.77 / 7.77 eV.



# 10
Below is the ion C6H10N3O2S with charge +1 in a non-equilibrium geometry, with properties calculated with ωB97M-V with the def2-TZVPD basis set.

The geometry in XYZ format:
```
22
Properties=species:S:1:pos:R:3
N -3.39563 -0.27504 0.17183
S -1.85903 0.37592 0.34395
O -1.60990 0.16073 1.73589
O -1.69080 1.71336 -0.12988
C -0.64693 -0.38657 -0.84056
C -0.02740 -1.75955 -0.55364
C 1.22121 -1.52150 0.51534
C 1.46260 -0.11955 0.29810
N 2.43065 0.74117 0.57296
C 2.08611 1.93876 -0.03690
C 0.93802 1.82252 -0.76314
N 0.60857 0.50813 -0.48173
H -3.73219 -0.32515 1.11425
H -3.92030 0.23846 -0.41446
H -0.98532 -0.32606 -1.87991
H 0.39197 -2.31994 -1.41430
H -0.72291 -2.43276 -0.12298
H 2.11474 -2.15160 0.16902
H 1.07373 -1.79955 1.55481
H 3.21611 0.64355 1.09525
H 2.84837 2.67284 0.17678
H 0.19832 2.60185 -1.11067
```

As for the spin multiplicity: 1. The value obtained for the HOMO energy is -13.89 eV. As for the SMILES: NS(=O)(=O)[C@@H]1CCc2[nH+]ccn21. As for the net charge: +1. Its energy above the lowest of the compared OMol25 structures with the same formula, charge and spin is 7.9 kcal/mol. The value obtained for the gap between HOMO and LUMO is 11.14 eV.



# 11
Below is an isolated molecule of C6H10N4 in a non-equilibrium geometry, with properties calculated with ωB97M-V with the def2-TZVPD basis set.

The geometry in XYZ format:
```
20
Properties=species:S:1:pos:R:3
C -3.01812 0.92096 -1.29588
C -3.58912 -0.37241 -0.89110
C -0.87701 -0.41914 0.13149
C 1.08867 1.05805 0.11756
C 1.30499 -1.25222 1.09689
C 0.60999 -0.39064 0.08191
N -2.63232 2.01022 -1.38453
N -3.67480 -0.77466 0.37297
N -2.93195 -0.46705 1.36050
N -1.67421 -0.18630 1.16683
H -4.32769 -0.81350 -1.55406
H -1.29960 -0.66775 -0.74185
H 1.52845 1.45835 -0.87466
H 2.05311 1.19289 0.70902
H 0.36495 1.63026 0.76347
H 1.34702 -0.82173 2.11100
H 2.34358 -1.41467 0.73127
H 0.80842 -2.15217 1.28051
H 0.91510 -0.81916 -0.95628
H -1.27642 0.11884 2.14086
```

As for the spin multiplicity: 1. The value obtained for the HOMO energy (spin up / spin down) is -7.79 / -7.79 eV. As for the net charge: 0. Its energy above the lowest of the compared OMol25 structures with the same formula, charge and spin is 119.0 kcal/mol. The value obtained for the gap between HOMO and LUMO (spin up / spin down) is 7.42 / 7.42 eV.



# 12
Below is a cluster of 2 separate species, C6H10N4O in total in a non-equilibrium geometry, with properties calculated with ωB97M-V with the def2-TZVPD basis set.

The geometry in XYZ format:
```
21
Properties=species:S:1:pos:R:3
C -0.76190 -0.53905 1.26867
C -0.02854 -0.85070 0.19294
C -0.68766 -0.86462 -1.11832
N 1.38490 -0.92164 0.03765
C 2.26016 -0.87053 -1.05901
N 3.46096 -1.16157 -0.64020
N 3.42536 -1.32533 0.71293
C 2.18225 -1.20329 1.10156
H -1.89272 -0.50725 1.18856
H -0.47602 -0.38659 2.26693
H -1.81298 -1.08315 -0.97698
H -0.58194 0.17448 -1.51334
H -0.33681 -1.62181 -1.79041
H 1.95472 -0.76041 -2.07236
H 1.83310 -1.17123 2.12464
C -0.81234 2.49469 0.04614
N 0.32108 2.60097 0.50107
O 1.14192 3.21798 -0.44546
H -1.50050 1.98190 0.71353
H -0.87703 2.90400 -0.99831
H 1.82461 3.72453 0.08370
```

As for the spin multiplicity: 1. The value obtained for the HOMO energy is -9.53 eV. As for the SMILES: C=C(C)n1cnnc1.C=NO. As for the net charge: 0. Its energy above the lowest of the compared OMol25 structures with the same formula, charge and spin is 83.4 kcal/mol. The value obtained for the gap between HOMO and LUMO is 10.21 eV.